Record 1
Below is a 2-piece molecular cluster, C3H11NS overall, with properties calculated with ωB97M-V/def2-TZVPD.

Its energy above the lowest of the compared OMol25 structures with the same formula, charge and spin is 1.193 eV. The HOMO-LUMO gap comes out at 9.54 eV. The charge is 0. Its spin multiplicity is 1. The HOMO energy is -8.6 eV. The SMILES is CCCS.N.

Atoms and positions in Å:
C  -0.6739  -2.4230  -0.5329
C  -0.1880  -1.3166  -1.4562
C  0.4907  -0.1936  -0.7045
S  -0.9901  0.4053  0.7341
H  0.1927  -2.7689  0.0665
H  -1.1027  -3.2290  -1.1581
H  -1.3964  -2.0275  0.1780
H  0.5187  -1.7218  -2.2079
H  -0.9786  -0.7972  -2.0026
H  0.6453  0.7708  -1.2030
H  1.3077  -0.3986  -0.0088
H  -0.4413  1.5787  1.2804
N  0.4989  2.9949  1.7705
H  0.9184  2.1955  2.2222
H  0.4051  3.1013  0.7809
H  0.7936  3.8297  2.2413

Record 2
Below is a 2-piece molecular cluster, C3H11NS overall, with properties calculated with ωB97M-V/def2-TZVPD.

Its energy above the lowest of the compared OMol25 structures with the same formula, charge and spin is 0.507 eV. The HOMO-LUMO gap comes out at 9.97 eV. The charge is 0. Its spin multiplicity is 1. The HOMO energy is -9.1 eV. The SMILES is CCN.CS.

Atoms and positions in Å:
C  -1.9100  0.1342  -1.8790
C  -0.9549  -0.9536  -2.3642
N  -1.4880  -2.2820  -2.0344
H  -1.4511  1.1135  -1.8281
H  -2.2608  -0.1327  -0.8874
H  -2.8100  0.1027  -2.4985
H  -0.0442  -0.8543  -1.7598
H  -0.7085  -0.8043  -3.4150
H  -2.4604  -2.3457  -2.3307
H  -1.0320  -2.9924  -2.5966
C  2.5923  1.8402  3.2777
S  1.5683  1.0426  4.5483
H  2.3780  1.5312  2.2638
H  3.6428  1.6247  3.4687
H  2.4890  2.9069  3.3139
H  2.4494  0.0691  4.7213